A molecular structure, C6H16N2. Source: OMol25; level of theory: ωB97M-V with the def2-TZVPD basis set.

Summary:
- total charge = 0
- DFT total energy (a.u.) = -347.57939
- E_HOMO (eV) = -7.1
- LUMO (eV) = 0.85
- gap between HOMO and LUMO (eV) = 7.9

```
24
Properties=species:S:1:pos:R:3:forces:R:3:nbo_charge:R:1
N -1.39579 1.93298 0.70439 0.7559 0.4246 -0.7584 -0.9289
C -1.93960 -0.75599 -1.26198 0.4132 0.0845 -0.0301 -0.4437
H -1.34681 -2.13889 1.56211 0.0069 0.0330 -0.0377 0.2138
H -1.31022 -2.98229 0.00680 0.0434 0.0630 -0.0030 0.1999
H 0.10111 0.25581 -0.54734 1.0391 1.3959 -0.2534 0.4513
H 0.89120 1.42249 -1.56765 -0.1171 0.0070 0.0918 0.3903
H 0.15237 -2.22784 0.66620 0.0011 -0.0334 0.0206 0.2020
C 1.98004 0.99318 0.15245 -0.0338 -0.1291 -0.0242 -0.2137
H 1.69686 0.79834 1.18826 0.0374 0.0433 -0.0091 0.2044
C -1.59323 0.68673 1.17609 0.7624 -1.4506 -1.0494 -0.0955
H -2.20377 2.25127 0.17577 0.1272 0.0529 0.0403 0.3387
H -2.19298 0.19695 -1.72302 -0.1575 0.0841 0.1196 0.1820
H 2.54352 1.92867 0.13804 -0.0509 -0.0396 0.0087 0.1980
C -1.25919 -0.80541 -0.11766 -1.2992 0.4434 1.0900 -0.1821
H 2.25436 -1.08858 -0.37960 -0.0224 -0.0028 -0.0053 0.2125
H -2.60172 0.34707 1.41264 0.0662 -0.0162 0.0258 0.1851
H -0.15242 1.80959 -0.02538 -0.8840 0.2140 0.3793 0.4425
H 3.71373 -0.29675 0.21867 0.0074 0.0113 -0.0360 0.2197
C 2.82061 -0.15651 -0.39134 -0.0499 0.1343 0.0634 -0.6201
H 3.13451 0.03943 -1.41883 0.0063 -0.0139 0.0241 0.2048
C -0.92996 -2.10899 0.54961 0.0551 -0.0027 0.0010 -0.6677
H -0.85014 0.36077 1.90199 -0.1045 -0.0520 0.1698 0.1561
H -2.23977 -1.63981 -1.82449 0.1400 -0.0249 -0.0231 0.1797
N 0.72728 1.17779 -0.59574 -0.7424 -1.2261 0.1951 -0.8292
```
Forces are in eV/Å.


2 unconnected molecules or ions with the total composition C5H10O3. Source: OMol25; level of theory: ωB97M-V with the def2-TZVPD basis set.

Summary:
- total charge = 0
- SMILES = C=C(O)C(C)=O.CO
- DFT total energy (a.u.) = -422.19158
- E_HOMO (eV) = -9.2
- LUMO (eV) = 0.60
- gap between HOMO and LUMO (eV) = 9.8

```
18
Properties=species:S:1:pos:R:3:forces:R:3:nbo_charge:R:1
C -0.77185 -1.61070 1.42010 -0.0622 0.1673 -0.2568 -0.4501
H 2.62814 0.36003 1.18983 0.0183 -0.0474 -0.0624 0.1621
H -0.03005 -2.34440 1.16779 0.1391 -0.1116 -0.1303 0.2307
H -2.40492 0.19289 1.62088 0.0631 -0.0304 -0.1157 0.4844
O -2.14066 0.19610 0.69280 -0.1549 0.2479 -0.0775 -0.6759
C 2.29394 0.73237 0.21617 0.3044 -0.1574 0.0099 -0.2514
H 1.96857 -0.10983 -0.39024 0.0993 -0.0338 0.0099 0.1961
C -0.64946 -0.81014 -0.90136 -0.0843 0.2178 -0.2914 0.5499
H -2.10823 0.49892 -1.73810 -0.0822 0.0643 -0.0252 0.2394
H 3.13066 1.23112 -0.28349 0.0029 -0.0831 -0.0012 0.1614
O 1.18463 1.59302 0.34654 -0.3266 0.4084 0.1247 -0.7323
C -1.20375 -0.76518 0.48498 0.2246 -0.6894 0.8788 0.2003
C -1.03224 0.35048 -1.76449 0.1039 -0.0549 -0.2488 -0.7286
O 0.07898 -1.70796 -1.25939 -0.0515 0.0696 0.0928 -0.5390
H 1.44020 2.34974 0.88481 -0.0658 -0.1002 -0.0740 0.4673
H -0.68584 0.19780 -2.78247 0.0242 -0.0511 -0.0092 0.2292
H -1.13516 -1.59111 2.43454 -0.1232 0.0708 0.1597 0.1920
H -0.56296 1.23685 -1.33891 -0.0288 0.1132 0.0167 0.2644
```
Forces are in eV/Å.


C2H3F3OS in the gas phase. Source: OMol25; level of theory: ωB97M-V with the def2-TZVPD basis set.

Summary:
- total charge = 0
- SMILES = COSC(F)(F)F
- DFT total energy (a.u.) = -850.97722
- E_HOMO (eV) = -10.2
- LUMO (eV) = -0.18
- gap between HOMO and LUMO (eV) = 10.1

```
10
Properties=species:S:1:pos:R:3:forces:R:3:nbo_charge:R:1
F 3.60543 1.90195 -2.22963 -0.1989 -0.6506 -0.1040 -0.3175
C 3.03048 1.23308 -1.20921 0.3577 1.5650 1.4640 0.8139
H -0.87945 0.13473 0.19391 1.5633 -0.3838 -0.0564 0.1724
H 0.29789 -0.40620 1.45455 0.3621 0.6462 -1.1891 0.1979
O 0.72238 1.39407 0.51826 2.1512 2.3574 -1.9998 -0.6184
C 0.24508 0.08709 0.43308 -2.3507 -0.5642 0.6692 -0.2560
F 3.81799 1.41038 -0.12889 -0.1800 0.2410 -0.0705 -0.3233
F 3.02331 -0.06005 -1.39642 -0.3118 -0.8216 -0.8716 -0.3025
H 0.82396 -0.41692 -0.31298 -0.1310 -0.9750 -0.2048 0.1856
S 1.41317 2.07233 -1.03600 -1.2619 -1.4145 2.3630 0.4478
```
Forces are in eV/Å.


C6H10O in the gas phase. Source: OMol25; level of theory: ωB97M-V with the def2-TZVPD basis set.

Summary:
- total charge = 0
- SMILES = C[C@@H]1[C@@H]2C[C@@H](O)[C@H]12
- DFT total energy (a.u.) = -309.72335
- E_HOMO (eV) = -9.4
- LUMO (eV) = 1.07
- gap between HOMO and LUMO (eV) = 10.5

```
17
Properties=species:S:1:pos:R:3:forces:R:3:nbo_charge:R:1
H -1.02362 -1.09590 1.82836 0.5327 0.1929 -0.5773 0.1781
H 0.73859 -1.79374 -0.04297 0.8461 -1.6801 -1.7144 0.2492
C -0.98361 -0.92169 0.73305 1.0248 0.5293 -0.1041 0.1205
C -1.41857 0.42677 0.19870 -0.1944 0.2329 -0.1631 -0.4533
H -2.46863 0.54155 -0.07670 0.0463 -0.1005 0.1474 0.2213
C -0.45690 0.25841 -0.97395 -0.3199 0.3445 -0.4549 -0.1567
H -1.08600 -2.11258 -0.69585 -0.7132 -0.4052 0.1312 0.4733
H -0.80008 0.32809 -1.99728 0.1264 -0.0233 -0.1492 0.2188
H 1.53824 0.47873 -1.63999 -0.0671 -0.7228 0.6269 0.2246
O -1.61137 -2.02653 0.12377 -0.0628 0.0570 -0.0991 -0.7165
C 1.69568 1.16886 0.43459 -0.0852 0.3103 0.1809 -0.6096
H -1.11580 1.21687 0.89816 -0.1291 0.0436 -0.3231 0.2101
C 1.01115 0.41847 -0.66953 -0.2247 0.1085 0.4992 -0.2362
H 2.71348 0.76735 0.54113 -0.2385 0.1567 -0.0054 0.2167
C 0.33539 -0.85969 -0.29817 -0.6903 0.6314 1.9061 -0.3545
H 1.17107 0.96038 1.37040 0.1265 0.2781 0.0261 0.2078
H 1.76099 2.24464 0.26627 0.0224 0.0467 0.0729 0.2064
```
Forces are in eV/Å.


Q: Which value of DFT total energy does entry 4 give?
A: -309.72335 a.u.


Q: Which formula does entry 4 have?
A: C6H10O


Q: Number 1 is which compound?
A: C6H16N2